{
  "formula": "C4H8NS",
  "method": "ωB97M-V with the def2-TZVPD basis set",
  "symbols": ["C", "C", "C", "C", "N", "S", "H", "H", "H", "H", "H", "H", "H", "H"],
  "coordinates": [[1.36314, -0.58178, -0.05052], [1.24018, -1.82332, 0.18992], [0.54270, 0.49791, -0.64854], [-1.63081, 0.40953, 0.01185], [-0.32605, 1.09986, 0.26630], [2.58410, 0.74229, 0.00704], [2.08070, -2.36573, 0.55476], [0.25362, -2.24213, -0.20185], [0.46147, 0.60659, -1.68537], [-2.24265, 0.84408, -0.87658], [-1.50575, -0.68510, 0.01699], [-2.26267, 0.64459, 0.80612], [-0.05702, 0.67158, 1.19444], [-0.50095, 2.18163, 0.41543]],
  "atomic_forces_ev_per_a": [[0.6476, 4.2155, -1.1176], [-2.1401, -2.6991, -0.7543], [5.9896, -0.3769, 1.2259], [-2.0032, 0.5128, -1.8400], [-2.4940, 0.9187, 2.5630], [-3.1557, -0.7441, -0.8252], [0.0453, -0.7854, 0.3521], [1.6592, -0.1361, 0.9765], [-0.4965, 0.4422, -1.2562], [1.7562, -0.9841, 1.0482], [0.1597, 0.6248, -0.4079], [-1.0120, 0.3071, 1.6730], [0.0455, 1.1526, -0.7396], [0.9983, -2.4480, -0.8979]],
  "nbo_charge": [-0.210, -0.366, -0.044, -0.444, -0.551, 0.165, 0.256, 0.228, 0.269, 0.262, 0.249, 0.238, 0.468, 0.480],
  "total_charge": 1,
  "multiplicity": 1,
  "gap_ev": 8.6026,
  "smiles": "C=C1S[C@@H]1[NH2+]C",
  "homo_energy_ev": -13.2188
}